Entry from the OMol25 dataset: a cluster of 3 separate species, C4H13NO2 in total (ωB97M-V/def2-TZVPD).

Summary:
Lowest unoccupied orbital energy in eV: 0.68
HOMO-LUMO gap in eV: 9.69
Max |F| in eV Å⁻¹: 4.2
Energy relative to the best compared isomer or geometry (same formula, charge and spin) in kcal per mole: 70.4

The geometry in XYZ format:
```
20
C4H13NO2 (ωB97M-V/def2-TZVPD)
C 2.4382 1.6659 -1.8014
C 2.0155 1.3199 -0.6245
C 0.7167 0.7535 -0.3532
N 0.5543 -0.7665 -0.4366
C 0.0207 -1.0512 -1.7910
H 3.5423 1.9227 -1.9953
H 1.8557 1.8782 -2.7024
H 2.6584 1.3652 0.3836
H -0.1158 1.2414 -0.9581
H 0.3840 0.9508 0.6819
H 1.4545 -1.1771 -0.3112
H -1.1587 -0.6952 -1.8421
H 0.3177 -2.0200 -2.1691
H 0.1942 -0.2776 -2.6075
O 0.3048 -0.7975 3.0470
H 0.4749 -1.6641 2.8552
H -0.4665 -0.6051 2.5361
O -5.0041 -0.4301 2.9940
H -4.8974 -1.4113 3.0069
H -5.2894 -0.2019 2.0878
```

Löwdin atomic charge list, values in e, 5 entries: atom 1 (C): -0.021, atom 2 (C): -0.232, atom 3 (C): -0.286, atom 4 (N): -0.105, atom 5 (C): -0.172

Entry from the OMol25 dataset: an isolated molecule of C25H22ClN3O4S2 (ωB97M-V/def2-TZVPD).

Summary:
Lowest unoccupied orbital energy in eV: 0.27
HOMO-LUMO gap in eV: 8.70
Max |F| in eV Å⁻¹: 1.1
Energy relative to the best compared isomer or geometry (same formula, charge and spin) in kcal per mole: 1.5

The geometry in XYZ format:
```
57
C25H22ClN3O4S2 (ωB97M-V/def2-TZVPD)
C -1.4896 1.1212 -4.4962
C -2.2768 0.1236 -3.6563
C -1.7171 -0.0480 -2.2422
S 0.0289 -0.5914 -2.3079
C 0.4210 -0.3566 -0.6220
N -0.5739 -0.1261 0.1736
C -0.2809 0.1802 1.4611
C -1.2100 0.5175 2.4766
C -0.5862 0.8059 3.6462
S 1.1282 0.6722 3.5757
C 1.0333 0.2150 1.9142
C 2.1386 -0.1082 1.0666
O 3.3125 -0.1556 1.3689
N 1.7264 -0.3930 -0.2578
C 2.7692 -0.7157 -1.2208
C 2.8833 -2.2045 -1.4201
C 2.5398 -2.7955 -2.6300
C 2.6351 -4.1641 -2.7862
C 3.0741 -4.9608 -1.7311
C 3.1622 -6.4219 -1.9396
O 2.8627 -6.9890 -2.9613
O 3.6171 -7.0892 -0.8665
C 3.4216 -4.3706 -0.5179
C 3.3261 -3.0016 -0.3682
C -1.7655 1.2596 -1.4458
O -0.9249 2.1207 -1.5556
N -2.8988 1.3629 -0.6968
C -3.1714 2.2816 0.3204
C -4.3698 2.1520 1.0185
C -4.6615 3.0024 2.0671
C -3.7780 3.9971 2.4651
C -4.0855 4.9109 3.6074
C -2.5859 4.1082 1.7528
Cl -1.4338 5.3135 2.2075
C -2.2766 3.2793 0.6901
H -0.4823 0.7526 -4.6727
H -1.4183 2.0799 -3.9899
H -1.9790 1.2674 -5.4557
H -3.3148 0.4566 -3.5646
H -2.2782 -0.8505 -4.1509
H -2.2588 -0.8362 -1.7131
H -2.2728 0.5511 2.3295
H -1.0444 1.0988 4.5705
H 2.5465 -0.2099 -2.1636
H 3.6999 -0.3252 -0.7962
H 2.1979 -2.1800 -3.4482
H 2.3735 -4.6388 -3.7195
H 3.6576 -8.0373 -1.0662
H 3.7674 -4.9881 0.2959
H 3.6051 -2.5378 0.5662
H -3.5464 0.5883 -0.7351
H -5.0723 1.3784 0.7418
H -5.5958 2.8879 2.5963
H -5.0515 4.6724 4.0437
H -3.3182 4.8263 4.3759
H -4.0958 5.9462 3.2692
H -1.3465 3.3953 0.1605
```

Löwdin atomic charge list, values in e, 5 entries: atom 1 (C): -0.106, atom 2 (C): -0.255, atom 3 (C): -0.465, atom 4 (S): 1.108, atom 5 (C): -0.528

Entry from the OMol25 dataset: a cluster of 2 separate species, C2H11N4 in total (ωB97M-V/def2-TZVPD).

Summary:
Lowest unoccupied orbital energy in eV: -7.32
HOMO-LUMO gap in eV: 6.51
Total charge: +1
Max |F| in eV Å⁻¹: 6.3
Energy relative to the best compared isomer or geometry (same formula, charge and spin) in kcal per mole: 142.8

The geometry in XYZ format:
```
17
C2H11N4 (ωB97M-V/def2-TZVPD)
C -1.0977 -0.7779 -2.2399
N -0.3236 -1.6563 -1.3490
H -0.5222 0.1026 -2.5834
H -1.9371 -0.4056 -1.7051
H -1.5354 -1.4108 -3.0763
H 0.6437 -1.7892 -1.6028
H -0.3091 -1.2039 -0.4126
N 1.1038 1.3800 0.0293
C 0.3765 0.2984 0.6636
N 0.8232 -0.0159 2.3359
N -0.9720 0.7176 0.8001
H 2.0627 1.0820 -0.1639
H 0.5951 1.4860 -0.8254
H 1.5074 -0.7411 2.1629
H 1.3493 0.8808 2.2617
H -1.3241 0.2484 1.6127
H -0.6227 1.6503 1.0758
```

Löwdin atomic charge list, values in e, 5 entries: atom 1 (C): -0.154, atom 2 (N): -0.011, atom 3 (H): 0.071, atom 4 (H): 0.053, atom 5 (H): 0.114

Entry from the OMol25 dataset: a structure of composition C20H33ClF12NbO8 (ωB97M-V/def2-TZVPD).

Summary:
Lowest unoccupied orbital energy in eV: 1.47
HOMO-LUMO gap in eV: 6.30
Total charge: -1
Max |F| in eV Å⁻¹: 0.9

The geometry in XYZ format:
```
75
C20H33ClF12NbO8 (ωB97M-V/def2-TZVPD)
C 0.1831 -2.3395 -7.1433
C -0.8611 -1.7293 -8.0808
C -0.2798 -1.4662 -9.4723
C -0.0177 -2.7330 -10.3008
Nb 2.1619 -2.8209 -10.6541
Cl 3.5325 -1.8573 -8.9615
H 0.8406 -1.5707 -6.7273
H -0.3007 -2.8350 -6.2943
H 0.7974 -3.0889 -7.6475
H -1.2409 -0.7887 -7.6655
H -1.7139 -2.4114 -8.1654
H -0.9759 -0.8219 -10.0206
H 0.6392 -0.8676 -9.3409
H -0.5520 -2.7152 -11.2510
H -0.3662 -3.6511 -9.8077
H 2.3546 -1.4728 -11.9364
H 3.2825 -3.5381 -11.8806
H 2.5704 -4.5239 -10.0713
H 1.3857 -3.7589 -11.9199
C 3.3198 1.5575 -5.8207
C 2.4062 0.7585 -4.9248
O 2.0811 1.4903 -3.7031
C 1.1106 2.3702 -3.7931
O 0.4384 2.6683 -4.7372
C 0.8638 3.0272 -2.4025
F 2.0046 3.3580 -1.7906
F 0.1996 2.1688 -1.6076
F 0.1247 4.1254 -2.5387
H 4.2266 1.8430 -5.2871
H 3.5920 0.9446 -6.6805
H 2.8236 2.4588 -6.1786
H 2.8854 -0.1504 -4.5726
H 1.4807 0.4970 -5.4348
C -1.8331 4.2611 0.2979
C -3.0552 3.4566 0.6614
O -2.7669 2.5088 1.7284
C -2.8103 2.9898 2.9529
O -3.0636 4.1023 3.3143
C -2.5218 1.8541 3.9780
F -1.4875 1.0957 3.6067
F -3.6011 1.0689 4.0885
F -2.2514 2.3716 5.1710
H -1.0137 3.5990 0.0259
H -2.0569 4.9037 -0.5532
H -1.5153 4.8866 1.1315
H -3.3902 2.8329 -0.1634
H -3.8845 4.0884 0.9766
C 1.1722 0.2816 6.5166
C 1.7970 0.9823 5.3345
O 3.2350 0.7797 5.2839
C 3.6410 -0.3561 4.7499
O 2.9820 -1.2466 4.2998
C 5.1973 -0.4014 4.7315
F 5.7173 0.0233 5.8866
F 5.6550 0.3893 3.7523
F 5.6190 -1.6381 4.5090
H 1.6433 0.6054 7.4450
H 0.1126 0.5342 6.5466
H 1.2770 -0.7986 6.4299
H 1.6854 2.0618 5.3994
H 1.3596 0.6428 4.3965
C -4.7848 -3.3187 9.2008
C -3.8018 -3.0736 10.3195
O -2.6295 -2.3600 9.8404
C -2.7517 -1.0498 9.7398
O -3.7000 -0.3689 9.9994
C -1.4099 -0.4334 9.2465
F -0.8812 -1.1427 8.2468
F -0.5314 -0.4168 10.2600
F -1.6038 0.8121 8.8322
H -4.3063 -3.8558 8.3824
H -5.6140 -3.9196 9.5749
H -5.1819 -2.3787 8.8208
H -3.3965 -3.9992 10.7198
H -4.2462 -2.5007 11.1322
```

Löwdin atomic charge list, values in e, 5 entries: atom 1 (C): -0.127, atom 2 (C): -0.289, atom 3 (C): -0.347, atom 4 (C): -0.419, atom 5 (Nb): 0.515

Entry from the OMol25 dataset: a cluster of 6 separate species, CH14O5 in total (ωB97M-V/def2-TZVPD).

Summary:
Lowest unoccupied orbital energy in eV: 0.40
HOMO-LUMO gap in eV: 11.50
Max |F| in eV Å⁻¹: 0.7
Energy relative to the best compared isomer or geometry (same formula, charge and spin) in kcal per mole: 9.8

The geometry in XYZ format:
```
20
CH14O5 (ωB97M-V/def2-TZVPD)
C 3.3059 -0.4131 -1.2587
H 3.8441 -0.0248 -2.1204
H 3.6066 -1.4094 -0.9523
H 2.2393 -0.4073 -1.4841
H 3.4418 0.2977 -0.4446
O -1.3086 1.2621 -1.0210
H -1.9931 1.2714 -1.6960
H -1.4057 0.4465 -0.5201
O 0.0472 0.4836 2.2925
H -0.2151 0.8682 3.1390
H 0.5874 1.1370 1.8359
O -1.0408 -2.6779 -1.1735
H -0.3485 -2.1156 -0.8040
H -1.8085 -2.0981 -1.0963
O 1.3348 2.0390 0.0638
H 1.6692 2.7570 -0.4842
H 0.5067 1.8247 -0.4106
O -2.1887 -0.7864 1.0247
H -3.0373 -0.9851 1.4239
H -1.5229 -0.8384 1.7309
```

Löwdin atomic charge list, values in e, 5 entries: atom 1 (C): -0.048, atom 2 (H): 0.015, atom 3 (H): 0.014, atom 4 (H): 0.005, atom 5 (H): 0.006

Entry from the OMol25 dataset: a cluster of 17 separate species, C6H41F6N2O15P in total (ωB97M-V/def2-TZVPD).

Summary:
Lowest unoccupied orbital energy (alpha / beta) in eV: -5.36 / -9.73
HOMO-LUMO gap (alpha / beta) in eV: 7.00 / 2.63
Total charge: +1
Max |F| in eV Å⁻¹: 5.0
Spin multiplicity: 2

The geometry in XYZ format:
```
71
C6H41F6N2O15P (ωB97M-V/def2-TZVPD)
C -0.8305 -2.3998 -2.6817
C 0.3778 -1.6636 -1.9796
N 0.0427 -1.1411 -0.6452
C -0.2474 -1.9089 0.5207
C -0.3125 -0.9385 1.5583
N -0.2338 0.3439 1.0220
C -0.0482 0.1685 -0.3355
C -0.3134 1.6024 1.6686
H -0.5653 -3.0337 -3.5278
H -1.4469 -1.6507 -3.1787
H -1.4181 -3.0663 -2.0503
H 0.6891 -0.8856 -2.6766
H 1.1521 -2.4290 -1.9277
H -0.3625 -2.9810 0.4586
H -0.3536 -1.1539 2.6158
H 0.0644 0.9801 -1.0391
H 0.5841 1.6677 2.2837
H -1.2273 1.5088 2.2552
H -0.4296 2.4354 0.9753
P 0.8446 3.5894 5.7796
F 0.5431 4.4725 4.3434
F 0.8015 2.1516 4.9741
F 2.4428 3.7380 5.3352
F 1.2961 2.7814 7.1045
F 0.9230 4.9562 6.5803
F -0.7192 3.3700 6.0394
O 3.0414 -3.6830 -3.3939
H 3.3291 -3.9013 -4.2804
H 2.4579 -4.4006 -3.1474
O -3.1697 2.0452 3.5114
H -3.0527 1.5966 4.3489
H -3.0793 2.9745 3.7223
O 0.8444 4.9613 0.3652
H -0.0828 4.8185 0.1749
H 1.2234 5.2262 -0.4729
O -0.0256 3.1929 -2.1652
H -0.5200 2.5826 -2.7124
H -0.2071 4.0540 -2.5417
O -2.7125 -1.0045 -6.0656
H -2.6488 -1.8863 -5.6987
H -2.5941 -1.1273 -7.0074
O 2.7632 0.3428 -1.4111
H 2.9988 0.5424 -0.5051
H 2.8240 1.1830 -1.8656
O 0.7271 -5.4959 0.0713
H 0.6691 -6.2674 0.6349
H 1.6602 -5.2833 0.0509
O 0.4333 0.6271 -5.2991
H -0.2516 0.8749 -4.6780
H 1.1922 0.4255 -4.7517
O -4.0411 0.3647 1.3956
H -4.4110 -0.4423 1.7538
H -3.6025 0.7783 2.1390
O 2.6874 3.2783 1.9339
H 2.5433 2.3579 1.7141
H 2.0892 3.7582 1.3611
O -1.5041 1.3596 -3.4189
H -2.1015 1.2020 -2.6878
H -2.0730 1.6299 -4.1397
O 2.8694 0.1668 -4.4038
H 3.3561 -0.2410 -3.6875
H 3.2634 1.0339 -4.4986
O -0.9431 -5.8269 -2.3055
H -1.5095 -6.5984 -2.2887
H -0.6176 -5.7485 -1.4088
O -1.1914 0.2593 4.8567
H -0.6086 0.9331 5.2067
H -0.9272 -0.5435 5.3060
O -0.4706 -3.5095 4.1095
H 0.0282 -2.8392 4.5767
H 0.0910 -4.2843 4.1301
```

Löwdin atomic charge list, values in e, 5 entries: atom 1 (C): -0.030, atom 2 (C): -0.121, atom 3 (N): 0.021, atom 4 (C): 0.221, atom 5 (C): 0.174